# 1
Entry from the OMol25 dataset: a molecular structure, C34H54BKN10S4 (ωB97M-V/def2-TZVPD).

* E: -4092.896494 hartree
* LUMO level (spin up / spin down): -1.605 / -1.723 eV
* 2S+1: 1
* HOMO energy (spin up / spin down): -3.6320 / -3.6670 eV
* charge: 0

Geometry as XYZ:
```
104
Properties=species:S:1:pos:R:3:forces:R:3:lowdin_charge:R:1
K 3.145 0.689 -0.429 -0.32 -0.25 0.69 0.3647
C 1.370 2.420 5.297 1.26 1.30 -0.51 -0.0946
C 0.661 1.362 4.548 -1.63 -2.10 0.68 -0.2755
C -0.100 0.393 5.206 1.34 1.31 1.77 0.0451
C -0.918 -0.547 4.583 -0.27 -0.97 -1.19 -0.2003
N -0.919 -0.657 3.258 0.60 1.20 1.26 0.2062
N -0.140 0.235 2.598 0.78 -0.19 -0.48 0.0167
B -0.185 -0.044 1.078 -1.09 1.01 -0.46 -0.5605
N -0.974 0.994 0.288 0.63 -2.14 1.90 -0.0099
N -2.080 1.367 1.027 -0.49 1.72 -0.90 0.1523
C -2.908 2.162 0.384 -0.79 0.29 -0.39 -0.2312
C -2.873 2.433 -1.034 -1.14 0.17 0.32 -0.0050
C -1.851 1.890 -1.814 0.32 -0.71 2.05 -0.3115
C -1.720 2.029 -3.299 -1.26 0.68 0.97 -0.1113
C -0.859 1.229 -1.040 -0.38 0.92 -2.43 -0.6857
S 0.602 0.914 -1.860 1.29 -0.63 -0.38 0.4775
C -4.124 2.686 1.190 -0.68 0.06 -0.19 -0.5153
C -3.916 2.345 2.669 -0.07 -1.30 -0.17 -0.0893
C -4.346 4.210 1.165 1.05 0.65 -0.92 -0.0804
C -5.457 2.017 0.556 1.79 -0.78 2.47 -0.0277
N -0.162 -1.432 0.650 -0.65 0.36 0.44 -0.0044
N -1.420 -1.789 0.160 -0.49 -1.42 -0.63 0.1778
C -1.604 -3.028 -0.271 2.10 1.28 0.44 -0.2342
C -0.481 -3.937 -0.289 -1.86 -0.28 -0.53 -0.0161
C 0.688 -3.632 0.337 1.07 0.90 0.85 -0.2773
C 1.841 -4.620 0.288 -0.87 0.58 1.12 -0.0778
C 0.842 -2.342 0.980 -0.45 -1.51 -2.20 -0.6959
S 2.296 -1.743 1.597 0.58 0.35 0.44 0.5337
C -2.953 -3.459 -0.819 -0.16 0.29 0.69 -0.5337
C -4.012 -2.371 -0.470 1.41 0.36 -0.74 -0.0531
C -3.339 -4.768 -0.100 -0.59 -0.46 -0.11 -0.0603
C -2.762 -3.696 -2.341 0.01 -0.26 0.53 -0.0379
C 0.667 1.225 3.130 -1.02 -0.44 0.03 -0.6994
S 1.566 2.268 2.187 0.49 0.26 -0.73 0.6042
C -1.729 -1.584 5.395 2.82 0.19 0.97 -0.5267
C -2.507 -2.490 4.490 -0.36 -1.14 0.65 -0.0640
C -2.479 -0.967 6.560 -0.91 0.16 0.77 -0.0741
C -0.679 -2.492 6.212 0.04 -0.75 -1.79 -0.0461
H 1.173 2.342 6.377 0.22 -0.04 -0.38 0.0754
H 1.023 3.432 4.940 0.20 -0.94 0.32 0.0901
H 2.489 2.442 5.064 -1.43 -0.23 0.42 0.0957
H -0.003 0.319 6.332 -0.32 0.36 -1.36 0.1333
H -3.763 2.924 -1.497 0.92 -0.30 0.45 0.1090
H -2.503 2.699 -3.670 -0.01 -0.10 0.01 0.0743
H -1.814 1.075 -3.781 0.19 -0.47 -0.33 0.0696
H -0.771 2.468 -3.490 0.93 0.23 -0.54 0.0099
H -2.910 2.659 3.015 -0.66 -0.16 -0.20 0.0866
H -4.007 1.248 2.793 0.29 0.47 0.15 0.0803
H -4.695 2.796 3.275 -0.11 0.25 0.13 0.0691
H -3.502 4.785 1.671 -1.04 -0.72 -0.58 0.1018
H -5.305 4.456 1.642 0.32 -0.09 0.03 0.0765
H -4.415 4.549 0.106 0.11 0.03 0.67 0.0718
H -5.141 0.993 0.312 -0.48 0.11 -0.08 0.0747
H -5.843 2.502 -0.306 -0.14 0.59 -0.73 0.0504
H -6.225 1.971 1.356 0.26 0.07 -0.51 0.0805
H -0.652 -4.897 -0.792 0.42 0.31 0.33 0.0999
H 1.537 -5.535 -0.174 -0.43 -0.64 -0.31 0.0553
H 2.143 -4.848 1.319 0.35 0.14 -0.37 0.0778
H 2.653 -4.233 -0.296 0.66 0.41 0.01 0.0575
H -3.944 -2.134 0.595 -0.02 0.05 -0.16 0.0759
H -4.993 -2.738 -0.690 -0.67 -0.16 -0.27 0.0619
H -3.791 -1.441 -1.054 -0.32 -0.67 0.57 0.0907
H -3.329 -4.695 1.001 0.15 0.26 -0.40 0.0882
H -2.648 -5.582 -0.377 -0.40 0.20 0.09 0.0718
H -4.384 -5.058 -0.366 0.73 0.08 -0.03 0.0879
H -2.365 -2.790 -2.774 -0.01 0.37 -0.28 0.0784
H -3.686 -3.978 -2.852 -0.01 0.04 0.14 0.0810
H -2.008 -4.480 -2.520 -0.35 0.18 0.11 0.0757
H -3.403 -2.051 4.031 0.48 0.00 -0.09 0.0905
H -2.822 -3.273 5.204 -0.36 -0.01 -0.68 0.0801
H -1.823 -2.969 3.761 -0.62 0.43 0.17 0.0951
H -3.303 -0.348 6.250 -0.30 0.62 -0.28 0.0752
H -1.852 -0.402 7.296 -0.39 -0.42 -0.90 0.0883
H -2.974 -1.763 7.144 0.34 0.05 -0.17 0.0908
H 0.256 -2.726 5.649 -0.88 -0.12 0.01 0.0975
H -1.186 -3.430 6.541 0.43 0.64 -0.33 0.0885
H -0.324 -1.999 7.081 0.14 0.68 0.95 0.0454
C 3.428 4.989 -4.774 0.01 1.65 -0.04 0.0087
C 4.518 4.129 -4.349 1.39 -2.21 1.12 -0.2650
N 5.587 3.942 -5.063 0.09 -1.13 0.13 0.1406
N 6.239 2.842 -4.514 0.11 1.15 -0.87 0.0514
C 5.599 2.378 -3.429 0.10 -0.22 0.02 -0.5344
S 6.100 0.906 -2.607 -0.70 0.22 -0.39 0.9585
N 4.520 3.200 -3.234 0.16 1.46 -1.82 -0.0428
N 3.554 3.194 -2.210 0.93 -0.21 0.31 0.1169
H 2.461 4.769 -4.372 -0.44 -0.24 0.46 0.0812
H 3.348 4.968 -5.844 0.01 -0.42 -0.58 0.0938
H 3.670 6.041 -4.594 -0.13 -0.07 0.42 0.1071
H 7.081 2.487 -5.062 -1.68 0.39 1.56 0.2011
H 3.842 3.831 -1.448 -0.17 -0.34 -0.70 0.1358
H 2.658 3.494 -2.594 -0.08 -0.44 0.14 0.0866
C 4.553 -1.647 -5.656 -0.89 1.18 0.33 -0.0595
C 5.340 -0.378 -5.130 -0.85 -0.26 0.02 -0.4513
C 6.820 -0.520 -5.486 -0.05 1.12 0.90 -0.0947
C 5.006 -0.231 -3.628 -0.21 -0.44 0.81 -0.3905
H 4.778 -1.731 -6.713 -0.09 -0.25 -0.21 0.0711
H 3.429 -1.586 -5.533 1.23 0.24 -0.13 0.1031
H 4.846 -2.563 -5.139 0.31 0.18 -0.01 0.0810
H 4.969 0.571 -5.619 0.11 -1.08 0.29 0.1340
H 7.195 -1.486 -5.243 0.24 -0.97 0.15 0.0739
H 7.438 0.179 -4.882 -0.26 -0.24 -0.50 0.0448
H 6.985 -0.336 -6.538 0.02 0.04 -0.24 0.0824
H 4.957 -1.186 -3.028 0.53 0.76 -0.74 0.1110
H 4.004 0.186 -3.489 0.02 -0.06 -0.26 0.0734
```
Forces are in eV/Å.

=====

# 2
Entry from the OMol25 dataset: a molecular structure, C34H54BrClF19N2O6PSSi2 (ωB97M-V/def2-TZVPD).

* E: -8138.535162 hartree
* LUMO level (spin up / spin down): -1.425 / -1.425 eV
* 2S+1: 3
* HOMO energy (spin up / spin down): -9.0152 / -9.4499 eV
* charge: 0

Geometry as XYZ:
```
121
Properties=species:S:1:pos:R:3:forces:R:3:lowdin_charge:R:1
C -3.856 -0.323 5.169 0.08 0.21 0.37 -0.0692
C -2.636 0.602 4.544 0.04 -0.59 1.32 -0.3049
F -3.224 1.530 3.547 1.51 -1.76 1.77 -0.1087
C -1.392 -0.315 3.912 -2.27 0.10 -1.72 -0.2242
Si 0.317 0.142 4.630 0.38 1.21 -1.59 0.3149
C 0.485 2.088 4.383 -0.62 0.34 0.57 -0.2425
C 0.043 2.590 2.883 -0.89 0.64 -0.18 -0.1179
C 1.189 2.404 1.725 1.00 -1.00 2.74 -0.1729
F 2.534 2.530 2.403 -3.71 -0.33 -2.33 -0.0139
F 1.108 0.992 1.266 0.35 4.02 0.58 -0.0091
C 1.156 3.506 0.515 2.31 2.31 0.41 -0.0810
F 2.577 3.663 0.027 -4.82 -0.62 0.98 0.0213
F 0.818 4.878 1.057 0.93 -4.60 -1.45 0.0182
C 0.071 3.226 -0.671 -1.55 3.23 0.23 -0.0734
F -0.150 4.556 -1.354 0.67 -4.43 2.17 0.0275
F -1.238 2.933 0.008 4.19 0.43 -2.28 0.0329
C 0.493 2.162 -1.825 1.74 -0.75 -2.54 -0.0843
F 1.721 1.373 -1.575 -4.01 2.87 -0.25 0.0551
F 0.781 2.968 -3.071 -1.00 -2.75 4.00 0.0370
C -0.677 1.059 -2.228 1.75 -2.82 -0.30 -0.0714
F 0.019 0.094 -3.161 -2.38 3.13 3.03 0.0327
F -1.095 0.203 -1.059 1.14 3.23 -3.75 0.0327
C -1.930 1.674 -3.081 0.50 0.80 -2.70 -0.0924
F -1.459 1.738 -4.516 -1.51 -0.09 4.70 0.0313
F -2.322 3.058 -2.732 1.17 -4.83 -0.79 0.0649
C -3.178 0.596 -3.092 -1.74 -0.68 -2.82 -0.0805
F -2.772 -0.817 -3.274 -0.94 5.04 0.68 0.0617
F -3.997 0.946 -4.313 2.58 -1.11 3.87 0.0153
C -4.199 0.704 -1.819 -2.77 -1.91 3.00 -0.1197
F -3.707 1.493 -0.669 -1.67 -2.50 -4.35 0.0514
F -4.376 -0.706 -1.305 0.55 4.93 -1.60 0.0231
F -5.590 1.149 -2.186 5.34 -1.27 1.30 0.0392
O 1.722 -0.535 3.908 -2.23 -2.31 -0.37 -0.3835
Si 1.649 -2.185 3.389 2.83 1.36 2.27 0.5398
C 1.188 -3.506 4.706 -0.84 -1.55 0.23 -0.3467
C -0.386 -3.612 5.116 -0.28 -0.74 -0.44 -0.6956
C -1.353 -4.277 3.923 -0.20 -0.69 0.43 -0.1540
Br -0.452 -4.995 6.619 0.13 0.96 -0.51 0.5757
S 0.673 -2.500 1.441 -4.71 -6.01 -4.08 0.7453
O 0.886 -4.039 1.154 0.48 5.97 1.36 -0.3950
O -0.849 -2.281 1.457 5.21 0.93 -0.14 -0.3804
F 1.503 -1.694 0.148 -1.60 -1.06 2.57 -0.2803
P 0.211 -0.053 6.862 -1.32 -0.03 2.16 0.5079
O -1.401 -0.705 7.230 2.69 -1.22 -0.28 -0.4443
Cl 1.705 -1.375 7.592 -1.03 0.33 -0.70 0.1510
H -4.001 -0.004 6.309 0.14 -0.67 -2.63 0.0915
H -3.577 -1.482 5.191 -0.63 2.61 -0.27 0.0845
H -4.857 -0.131 4.552 2.30 -0.48 1.39 0.1024
H -2.195 1.234 5.452 -1.20 -0.88 -2.22 0.1182
H -1.729 -1.428 4.018 0.81 2.09 -0.28 0.0517
H -1.413 -0.081 2.742 0.15 -0.67 2.40 0.1021
H -0.329 2.539 5.132 1.70 -0.80 -1.65 0.0950
H 1.517 2.500 4.756 -1.96 -0.73 -0.99 0.1057
H -0.927 2.026 2.474 2.23 1.13 0.99 0.1175
H -0.322 3.719 3.025 1.22 -2.39 -0.79 0.1502
H 3.066 -2.520 3.057 -0.53 0.18 -0.27 0.0295
H 1.476 -4.561 4.223 -0.64 2.30 0.83 0.1186
H 1.935 -3.404 5.632 -1.80 0.20 -1.99 0.0771
H -0.859 -2.654 5.590 1.10 -1.80 -1.04 0.0423
H -2.106 -3.504 3.468 1.73 -1.40 0.71 0.0734
H -2.012 -5.153 4.395 1.50 2.11 -0.92 0.0695
H -0.690 -4.799 3.097 -1.34 1.38 1.59 0.0876
H -1.329 -1.670 7.498 -0.20 1.44 -0.46 0.0489
C -4.331 -0.833 -7.439 0.36 -0.15 -0.11 -0.0403
C -5.873 -0.696 -7.596 1.24 1.24 0.72 -0.4649
C -6.577 -1.032 -6.250 -0.30 -0.20 -0.25 -0.1361
C -6.595 -2.522 -5.923 0.05 0.01 -0.05 -0.1883
C -7.163 -3.332 -7.084 -0.06 0.43 -0.04 -0.1369
C -6.448 -3.038 -8.433 0.56 -1.88 -0.30 -0.4793
N -6.340 -1.570 -8.724 -4.95 1.12 0.30 -0.0282
O -7.616 -1.120 -9.116 3.58 -1.11 0.62 -0.0295
C -5.036 -3.683 -8.410 0.21 0.12 0.06 -0.0488
C -7.186 -3.821 -9.565 -0.28 0.73 -0.05 -0.0478
C -6.089 0.828 -7.878 -0.59 -0.39 -0.37 -0.0461
H -3.843 0.135 -7.261 -0.38 -0.17 0.05 0.0766
H -4.047 -1.474 -6.601 -0.03 -0.05 -0.13 0.0689
H -3.862 -1.226 -8.349 -0.19 0.00 0.18 0.0820
H -7.618 -0.678 -6.277 0.18 0.01 -0.22 0.1247
H -6.095 -0.491 -5.428 0.11 0.09 -0.28 0.1095
H -5.590 -2.870 -5.671 0.02 -0.01 -0.03 0.1008
H -7.206 -2.691 -5.030 0.08 0.02 -0.06 0.1141
H -7.093 -4.399 -6.844 0.09 0.08 -0.29 0.1220
H -8.236 -3.110 -7.173 0.17 0.07 -0.19 0.1233
H -4.474 -3.429 -9.317 -0.15 0.02 0.18 0.0912
H -5.105 -4.777 -8.372 -0.25 0.24 -0.05 0.0866
H -4.438 -3.400 -7.547 -0.01 0.12 -0.04 0.0579
H -8.249 -3.564 -9.638 0.29 0.17 0.04 0.0755
H -7.146 -4.903 -9.388 0.22 0.27 0.23 0.0823
H -6.720 -3.633 -10.540 -0.08 0.06 0.22 0.0875
H -5.614 1.126 -8.820 -0.09 -0.14 0.13 0.0897
H -5.651 1.438 -7.077 0.07 -0.45 -0.07 0.0795
H -7.148 1.107 -7.923 0.16 -0.26 -0.15 0.0744
C 7.062 -0.087 3.151 0.25 -0.27 -0.17 -0.0389
C 6.864 1.231 3.953 -1.17 -1.45 -0.16 -0.4645
C 5.986 2.224 3.138 0.27 0.28 0.14 -0.1405
C 6.718 2.873 1.968 0.03 -0.04 0.02 -0.1858
C 8.027 3.509 2.425 -0.26 -0.12 0.33 -0.1358
C 8.937 2.522 3.209 1.54 0.17 -1.26 -0.4793
N 8.206 1.806 4.306 -1.67 4.09 2.51 -0.0283
O 8.015 2.723 5.358 0.78 -2.72 -2.54 -0.0295
C 9.548 1.497 2.217 -0.10 -0.23 -0.04 -0.0490
C 10.182 3.307 3.731 -0.48 -0.04 0.62 -0.0475
C 6.042 0.790 5.208 0.45 0.62 0.23 -0.0471
H 6.365 -0.876 3.468 0.02 0.41 0.02 0.0754
H 6.902 0.043 2.077 0.13 0.03 0.07 0.0725
H 8.061 -0.512 3.303 -0.17 0.20 -0.04 0.0821
H 5.623 3.025 3.798 0.18 -0.20 0.08 0.1242
H 5.092 1.714 2.762 0.16 -0.16 0.19 0.1113
H 6.905 2.138 1.180 0.03 -0.02 0.01 0.1019
H 6.080 3.641 1.519 0.03 -0.10 0.03 0.1138
H 8.559 3.898 1.549 0.17 -0.16 0.20 0.1225
H 7.792 4.380 3.051 0.12 -0.21 0.10 0.1236
H 10.135 0.737 2.749 -0.17 0.16 -0.04 0.0911
H 10.228 1.989 1.511 -0.16 0.12 0.29 0.0870
H 8.809 0.987 1.601 -0.05 -0.04 0.11 0.0577
H 9.913 4.158 4.367 -0.10 -0.33 -0.03 0.0757
H 10.767 3.719 2.900 -0.32 -0.27 -0.06 0.0827
H 10.849 2.649 4.304 -0.21 0.09 -0.08 0.0875
H 6.612 0.086 5.826 -0.01 0.15 -0.13 0.0891
H 5.112 0.288 4.908 0.34 0.10 -0.28 0.0747
H 5.739 1.633 5.838 0.30 -0.07 -0.13 0.0738
```
Forces are in eV/Å.